Computed, not measured: C21H45LaN2P3SSe as an isolated structure in a non-equilibrium geometry, with wB97M-V/def2-TZVPD.

```
74
Properties=species:S:1:pos:R:3:mulliken_charge:R:1
La -0.17 -1.03 0.21 1.386
P 0.25 1.88 1.80 0.609
P -2.68 0.64 0.11 0.621
P 2.66 -0.11 0.04 0.377
H -1.34 -2.94 -7.73 0.448
C -0.52 -3.63 -7.54 -0.719
C -0.69 -4.77 -6.86 -0.508
H -1.68 -5.13 -6.57 0.301
C 0.41 3.52 0.98 -1.406
C -1.05 2.36 3.01 -0.909
C 1.66 2.04 2.96 -0.943
C -3.24 -0.44 -1.31 -1.220
C -4.13 0.47 1.21 -1.421
C -3.06 2.29 -0.64 -1.214
C 2.97 -1.30 -1.35 -1.115
C 3.92 -0.71 1.22 -1.302
C 3.53 1.35 -0.66 -1.118
H 0.46 -3.39 -7.99 0.279
H 0.16 -5.42 -6.64 0.280
H 0.48 4.31 1.74 0.472
H -0.45 3.71 0.33 0.312
H 1.32 3.53 0.37 0.334
H -0.72 3.24 3.57 0.501
H -1.24 1.53 3.71 -0.148
H -1.98 2.60 2.48 0.404
H 1.58 2.99 3.50 0.512
H 2.61 2.03 2.40 0.388
H 1.65 1.20 3.67 -0.058
H -4.34 -0.45 -1.30 0.452
H -2.88 -1.48 -1.19 0.420
H -2.87 -0.05 -2.27 0.307
H -4.98 1.07 0.82 0.487
H -3.87 0.82 2.21 0.322
H -4.43 -0.58 1.26 0.427
H -4.15 2.39 -0.76 0.493
H -2.55 2.39 -1.61 0.263
H -2.70 3.09 0.03 0.314
H 4.06 -1.47 -1.41 0.464
H 2.59 -0.89 -2.29 0.300
H 2.48 -2.27 -1.16 0.402
H 4.87 -0.85 0.68 0.494
H 3.59 -1.67 1.64 0.352
H 4.05 0.02 2.03 0.350
H 4.60 1.10 -0.80 0.458
H 3.46 2.21 0.02 0.303
H 3.08 1.62 -1.62 0.289
C 0.12 0.21 -3.72 1.050
C -0.35 -1.11 -3.85 -0.113
C -0.28 -1.76 -5.07 -0.590
C 0.15 -1.09 -6.22 0.072
C 0.62 0.23 -6.11 -1.035
C 0.61 0.87 -4.88 -0.406
Se 0.16 1.14 -2.10 0.164
H 0.01 -1.82 -1.61 -0.227
H -0.76 -1.68 -3.01 0.044
H -0.57 -2.81 -5.14 0.304
H 0.12 -1.57 -7.20 0.343
H 0.99 0.72 -7.01 0.430
H 0.97 1.90 -4.79 0.490
S -0.06 -2.44 2.69 -0.353
C -0.11 -1.31 3.99 -0.080
N -1.28 -0.77 4.43 -0.023
C -1.44 -0.37 5.84 -0.702
C -0.18 0.37 6.27 -0.286
C 1.03 -0.51 6.02 -0.689
N 1.05 -0.89 4.59 -0.033
H -2.10 -1.19 3.98 0.271
H -1.60 -1.25 6.47 0.374
H -2.34 0.24 5.91 0.377
H -0.25 0.60 7.33 0.373
H -0.08 1.33 5.72 0.159
H 1.00 -1.41 6.65 0.382
H 1.98 -0.01 6.22 0.395
H 1.86 -1.45 4.29 0.268
```

As for the net charge: +3. As for the electronic energy: -4790.9256 Ha. The energy relative to the best compared isomer or geometry (same formula, charge and spin) comes out at 82.89 kcal/mol.